1.
# C31H33N5O3SSbTi

A molecular structure, C31H33N5O3SSbTi (the ωB97M-V functional and the def2-TZVPD basis, the Open Molecules 2025 dataset).

The geometry in ORCA input format:
```
! wB97M-V def2-TZVPD RIJCOSX def2/J DEFGRID3
* xyz 1 1
Ti -0.3401 0.0938 0.8866
O -1.9440 -0.5318 1.5763
C -2.4281 -1.2425 2.5946
C -3.6762 -1.8542 2.4861
C -4.1711 -2.5896 3.5446
C -3.4503 -2.7179 4.7370
C -2.2333 -2.0883 4.8565
C -1.7042 -1.3516 3.7879
C -0.4648 -0.6423 3.9451
N 0.1733 -0.0180 3.0203
C 1.3825 0.7038 3.4528
C 1.5503 1.8800 2.5015
N 1.4272 1.2583 1.1960
C 2.4071 1.2275 0.3771
C 2.4524 0.3022 -0.7394
C 3.3238 0.5167 -1.8120
C 3.4922 -0.4439 -2.7832
C 2.8243 -1.6648 -2.6567
C 1.9800 -1.9062 -1.5931
C 1.7541 -0.9169 -0.6380
O 0.9148 -1.1547 0.3890
H -4.2379 -1.7259 1.5699
H -5.1387 -3.0646 3.4516
H -3.8553 -3.2918 5.5577
H -1.6687 -2.1531 5.7791
H -0.0500 -0.6298 4.9550
H 2.2460 0.0409 3.3560
H 1.2982 1.0275 4.4905
H 2.5112 2.3811 2.6280
H 0.7427 2.6026 2.6371
H 3.2830 1.8487 0.5673
H 3.8534 1.4601 -1.8680
H 4.1477 -0.2650 -3.6232
H 2.9754 -2.4383 -3.3985
H 1.4720 -2.8539 -1.4769
N -0.9848 2.0007 0.4341
C -1.3624 2.4907 -0.5653
C -1.8726 3.0049 -1.7151
C -1.0640 3.8166 -2.5575
N -0.3867 4.4639 -3.2257
C -3.1921 2.6152 -2.0673
N -4.2410 2.2261 -2.3429
C 2.4926 6.1767 -2.0855
Sb 1.9938 4.5765 -0.7587
C 3.3453 5.1568 0.8236
C 0.3026 5.5527 0.1423
H 2.4401 7.1291 -1.5606
H 1.7815 6.1651 -2.9078
H 3.4977 6.0348 -2.4794
H 3.3274 6.2368 0.9610
H 4.3653 4.8473 0.5965
H 3.0377 4.6857 1.7588
H 0.6143 6.5141 0.5481
H -0.1109 4.9420 0.9448
H -0.4656 5.7192 -0.6111
C 0.1104 -6.7895 -1.6729
C -0.4732 -5.4080 -1.5957
C -0.4439 -4.5635 -2.7073
C -1.0029 -3.3000 -2.6617
C -1.6141 -2.8727 -1.4882
C -1.6587 -3.6982 -0.3708
C -1.0807 -4.9552 -0.4281
S -2.3288 -1.2676 -1.2686
C -2.7474 -0.8223 -2.9360
O -1.1640 -0.3090 -0.9448
H 0.9924 -6.8101 -2.3115
H -0.6182 -7.4829 -2.0973
H 0.3845 -7.1581 -0.6861
H 0.0234 -4.9080 -3.6217
H -0.9590 -2.6592 -3.5337
H -2.1466 -3.3562 0.5338
H -1.1138 -5.6002 0.4408
H -1.8407 -0.7098 -3.5275
H -3.2895 0.1200 -2.8763
H -3.3962 -1.6023 -3.3331
*
```

Its calculated total energy is -3188.360524 hartree. The gap between HOMO and LUMO is 6.640 eV. Its LUMO energy is -3.78 eV.

---

2.
# C31H33N6Rh

A molecular structure, C31H33N6Rh at a distorted geometry (the ωB97M-V functional and the def2-TZVPD basis, the Open Molecules 2025 dataset).

The geometry in ORCA input format:
```
! wB97M-V def2-TZVPD RIJCOSX def2/J DEFGRID3
* xyz -2 1
Rh 0.3817 -0.0795 -0.0344
C -1.4474 0.3286 2.6711
N -0.4829 -0.4982 1.9391
C -0.1682 -1.6247 2.4621
C 0.6662 -2.5444 1.7572
C 1.1440 -3.8114 2.1338
C 1.8614 -4.2781 1.0317
C 1.7670 -3.2608 0.0487
N 1.0409 -2.2288 0.4736
C -0.8424 1.0189 3.8717
C -1.1744 0.6605 5.1640
C -0.5755 1.2878 6.2577
C 0.3722 2.2764 6.0439
C 0.7174 2.6342 4.7516
C 0.1108 2.0154 3.6659
H -2.3127 -0.2652 2.9896
H -1.8053 1.0838 1.9738
H -0.5610 -1.9227 3.4440
H 0.9998 -4.2994 3.0881
H 2.3893 -5.2165 0.9386
H 2.1938 -3.2548 -0.9462
H -1.9090 -0.1226 5.3247
H -0.8464 0.9973 7.2653
H 0.8459 2.7646 6.8880
H 1.4786 3.3843 4.5758
H 0.3906 2.2730 2.6509
C -1.2086 -1.5826 -2.3224
N -2.3736 -2.1773 -3.0032
C -3.4160 -1.1544 -3.0798
N -3.8261 -0.6597 -1.7555
C -2.6291 -0.1079 -1.0907
N -1.5690 -1.1098 -0.9649
C -2.0799 -2.2542 -0.2037
N -3.2635 -2.8574 -0.8404
C -2.8752 -3.2817 -2.1915
C -4.2834 -1.8121 -0.9759
H -0.8195 -0.7400 -2.8881
H -0.4158 -2.3244 -2.2235
H -4.2936 -1.5782 -3.5780
H -3.0418 -0.3162 -3.6691
H -2.9029 0.2410 -0.0925
H -2.2301 0.7302 -1.6607
H -2.3583 -1.9131 0.7953
H -1.2866 -2.9958 -0.1132
H -3.7474 -3.7218 -2.6847
H -2.0940 -4.0397 -2.1068
H -4.5672 -1.4691 0.0227
H -5.1634 -2.2413 -1.4641
C 0.6559 0.6563 -1.6965
C 0.9248 1.0165 -2.9479
C 0.5749 2.3330 -3.5239
C 0.8871 2.6559 -4.8173
C 1.5349 1.7702 -5.7115
C 1.8534 0.4964 -5.1968
C 1.5809 0.1053 -3.9106
H 0.0778 3.0529 -2.8833
H 0.6169 3.6507 -5.1696
H 1.7696 2.0521 -6.7301
H 2.3447 -0.2242 -5.8498
H 1.8605 -0.8868 -3.5699
C 4.4642 1.9126 1.7649
C 3.6588 1.0728 2.5243
C 2.5006 0.5203 1.9777
C 2.0503 0.7867 0.6685
C 2.9120 1.6232 -0.0779
C 4.0797 2.1643 0.4493
H 5.3671 2.3494 2.1794
H 3.9287 0.8408 3.5521
H 1.9325 -0.1580 2.6035
H 2.6472 1.8535 -1.1002
H 4.7024 2.7904 -0.1841
*
```

Its calculated total energy is -1640.030260 hartree. The gap between HOMO and LUMO is 3.129 eV. Its LUMO energy is 4.45 eV.

---

3.
# C31H34AsN4O4SV

A molecular structure, C31H34AsN4O4SV (the ωB97M-V functional and the def2-TZVPD basis, the Open Molecules 2025 dataset).

The geometry in ORCA input format:
```
! wB97M-V def2-TZVPD RIJCOSX def2/J DEFGRID3
* xyz 2 3
V 0.3376 0.4906 0.0990
S -1.8567 0.5305 -0.4852
C -2.5622 -1.1115 -0.4495
C -3.9474 -1.2114 -0.5118
C -4.5485 -2.4611 -0.5131
C -3.7770 -3.6141 -0.4584
C -2.3966 -3.5134 -0.3870
C -1.7852 -2.2639 -0.3707
As 0.1230 -2.0685 -0.2749
C 0.7613 -2.8263 -1.9312
C 0.5649 -2.0711 -3.0870
C 0.9933 -2.5530 -4.3149
C 1.6276 -3.7870 -4.3875
C 1.8205 -4.5399 -3.2385
C 1.3875 -4.0635 -2.0068
C 0.7219 -3.1932 1.1552
C 2.0870 -3.4444 1.2863
C 2.5545 -4.1635 2.3736
C 1.6646 -4.6193 3.3367
C 0.3090 -4.3547 3.2165
C -0.1676 -3.6370 2.1279
H -4.5516 -0.3146 -0.5539
H -5.6266 -2.5325 -0.5578
H -4.2478 -4.5873 -0.4676
H -1.7877 -4.4089 -0.3384
H 0.0271 -1.1253 -3.0279
H 0.8226 -1.9800 -5.2172
H 1.9623 -4.1656 -5.3434
H 2.3048 -5.5051 -3.2998
H 1.5313 -4.6587 -1.1141
H 2.7863 -3.0838 0.5395
H 3.6124 -4.3650 2.4734
H 2.0306 -5.1794 4.1864
H -0.3837 -4.7060 3.9692
H -1.2263 -3.4278 2.0428
N -1.2351 3.1850 -3.6405
C -0.2455 2.8048 -2.5582
C 1.0588 2.3356 -3.1881
C 2.1390 2.0437 -2.1382
N 1.8806 0.7599 -1.4177
C 2.2913 3.2016 -1.1531
C 0.9747 3.6819 -0.5441
N 0.4374 2.6866 0.4163
C -0.0575 3.9918 -1.6285
H -1.4125 2.4074 -4.2803
H -0.8988 3.9788 -4.1920
H -2.1305 3.4512 -3.2213
H -0.7292 1.9806 -2.0357
H 1.4574 3.1168 -3.8433
H 0.8943 1.4475 -3.8064
H 3.0799 1.9342 -2.6809
H 2.7310 0.5310 -0.8970
H 1.7934 -0.0018 -2.0951
H 2.7523 4.0372 -1.6833
H 2.9890 2.9248 -0.3578
H 1.1669 4.6152 -0.0102
H -0.4894 2.9974 0.7333
H 1.0087 2.7370 1.2603
H 0.3024 4.8569 -2.1952
H -1.0052 4.2697 -1.1572
O 2.1537 0.2090 3.5292
C 1.0902 0.5222 3.0730
O 0.6697 0.1114 1.8712
C 0.1653 1.4754 3.7806
C 0.4580 1.9450 5.0594
C -0.3157 2.9461 5.6287
C -1.3450 3.5449 4.9111
C -1.5984 3.0814 3.6343
C -0.9025 2.0215 3.0884
N -2.5600 3.7731 2.7713
O -3.4495 4.4031 3.2753
O -2.3654 3.6916 1.5543
H 1.2997 1.5242 5.5930
H -0.0941 3.2924 6.6284
H -1.9197 4.3657 5.3175
H -1.2050 1.6334 2.1285
*
```

As for the expectation value of S²: 2.026. Its calculated total energy is -5299.156593 hartree. The gap between HOMO and LUMO (spin up / spin down) is 7.515 / 7.905 eV. Its LUMO energy (spin up / spin down) is -5.97 / -5.57 eV.

---

4.
# C31H34BiN6O2

A molecular structure, C31H34BiN6O2 at a distorted geometry (the ωB97M-V functional and the def2-TZVPD basis, the Open Molecules 2025 dataset).

The geometry in ORCA input format:
```
! wB97M-V def2-TZVPD RIJCOSX def2/J DEFGRID3
* xyz 1 1
Bi -0.8318 0.1505 -1.1268
O -2.2051 -0.7632 -2.6789
C -3.4664 -0.4290 -2.5513
C -4.4685 -1.4167 -2.6320
C -5.8016 -1.1012 -2.4920
C -6.2135 0.2173 -2.2704
C -5.2663 1.2080 -2.2372
C -3.8963 0.9157 -2.3736
C -2.9727 1.9997 -2.5236
N -1.6958 1.9110 -2.4351
C -0.8827 3.0645 -2.7852
C 0.4528 3.0226 -2.0522
N 0.2943 2.5215 -0.6933
C 0.7235 3.2779 0.2407
C 0.8391 3.0492 1.6673
C 1.5753 4.0117 2.3778
C 1.8233 3.8911 3.7263
C 1.3086 2.7949 4.4107
C 0.5654 1.8424 3.7418
C 0.3235 1.9515 2.3739
O -0.3972 1.0206 1.7216
H -4.1649 -2.4381 -2.8276
H -6.5411 -1.8893 -2.5557
H -7.2627 0.4516 -2.1599
H -5.5618 2.2410 -2.0908
H -3.4042 2.9670 -2.7983
H -1.4194 3.9923 -2.5600
H -0.6798 3.0504 -3.8589
H 0.9105 4.0166 -2.0771
H 1.1020 2.3243 -2.5728
H 1.1339 4.2530 -0.0496
H 1.9615 4.8664 1.8352
H 2.4011 4.6385 4.2513
H 1.4914 2.6945 5.4722
H 0.1569 0.9935 4.2765
N -1.6274 -1.4088 3.4392
C -1.2330 -2.1767 2.2506
C 0.2501 -2.5388 2.3209
C 0.7369 -3.1121 0.9824
N 0.8277 -2.0332 -0.0308
C -0.1644 -4.2911 0.5829
C -1.6664 -4.0024 0.6067
N -2.0535 -3.0551 -0.4388
C -2.0500 -3.4388 1.9792
H -0.6543 0.2933 2.3564
H -1.2810 -1.8518 4.2832
H -2.6396 -1.3751 3.5196
H -1.3790 -1.5270 1.3940
H 0.3918 -3.2929 3.1009
H 0.8502 -1.6608 2.5799
H 1.7420 -3.5248 1.1316
H 1.0072 -2.4336 -0.9445
H 1.6230 -1.4459 0.1972
H 0.0151 -5.0889 1.3060
H 0.1311 -4.6753 -0.3988
H -2.1912 -4.9546 0.4616
H -3.0652 -2.9992 -0.4900
H -1.7432 -3.3732 -1.3500
H -1.8535 -4.1891 2.7496
H -3.1202 -3.2078 1.9961
N 8.5180 1.1639 0.3031
C 7.5153 0.9278 -0.2056
C 6.2439 0.6516 -0.8024
C 5.7323 -0.6452 -0.8003
C 4.4665 -0.8910 -1.2966
C 3.6898 0.1599 -1.7899
C 4.2314 1.4495 -1.8396
C 5.4978 1.6964 -1.3505
C 2.2933 -0.0027 -2.0520
C 1.0849 -0.0514 -2.1474
H 6.3269 -1.4508 -0.3919
H 4.0675 -1.8970 -1.2913
H 3.6361 2.2557 -2.2472
H 5.9118 2.6952 -1.3665
*
```

Its calculated total energy is -1895.073232 hartree. The gap between HOMO and LUMO is 7.943 eV. Its LUMO energy is -2.83 eV.

---

5.
# C31H34CrGeIN2S

A molecular structure, C31H34CrGeIN2S (the ωB97M-V functional and the def2-TZVPD basis, the Open Molecules 2025 dataset).

The geometry in ORCA input format:
```
! wB97M-V def2-TZVPD RIJCOSX def2/J DEFGRID3
* xyz -2 2
Cr 0.7945 -0.4959 0.2390
S -1.9408 -4.3929 -0.3652
C -3.0273 -3.1054 -0.7665
C -4.3232 -3.1709 -1.2677
C -4.9535 -1.9902 -1.6180
C -4.2878 -0.7677 -1.4885
C -3.0041 -0.7030 -0.9769
C -2.3739 -1.8796 -0.5785
N -1.0860 -1.9681 -0.0687
C -0.7020 -3.2016 0.0177
C 0.6735 -3.5536 0.2898
C 1.0771 -4.8880 0.4460
C 2.4113 -5.1712 0.6309
C 3.3231 -4.1050 0.6604
C 2.9025 -2.7986 0.5194
C 1.5452 -2.4496 0.3159
H -4.8188 -4.1259 -1.4007
H -5.9602 -2.0175 -2.0200
H -4.7780 0.1444 -1.8064
H -2.4531 0.2227 -0.9114
H 0.3489 -5.6949 0.4200
H 2.7490 -6.1946 0.7524
H 4.3793 -4.3140 0.8062
H 3.6354 -2.0025 0.5715
I 1.3619 -0.4905 2.9839
C 2.6411 0.2048 -0.4081
C 3.8905 0.7421 -0.1898
C 4.8226 0.8590 -1.2601
C 4.5399 0.4403 -2.5392
C 3.2722 -0.1414 -2.8146
C 2.8001 -0.6306 -4.0671
C 1.5404 -1.1724 -4.1475
C 0.6705 -1.2652 -3.0207
C 1.0756 -0.7843 -1.7987
C 2.3825 -0.2293 -1.7367
H 4.1889 1.0932 0.7972
H 5.7984 1.2968 -1.0593
H 5.2757 0.5502 -3.3321
H 3.4340 -0.5787 -4.9492
H 1.1947 -1.5473 -5.1092
H -0.3127 -1.7158 -3.1663
C 0.0165 3.1544 3.5874
Ge -1.4208 1.9249 3.0785
C -3.0857 3.0372 3.0928
C -1.7579 0.7161 4.5950
C -1.3865 1.0293 1.2853
H -0.2097 3.5541 4.5826
H 0.1034 3.9895 2.8909
H 0.9646 2.6147 3.6165
H -3.3983 3.2459 4.1214
H -3.9001 2.5031 2.5919
H -2.9464 3.9919 2.5794
H -2.3738 1.2331 5.3394
H -0.8161 0.3982 5.0391
H -2.2852 -0.1826 4.2652
H -2.3640 1.3366 0.8804
H -1.5106 -0.0264 1.5485
C -1.3788 3.3800 -0.2060
C -0.2121 2.4080 -0.4394
C 1.0689 3.1588 -0.0528
C -0.1717 2.1554 -1.9499
N -0.3043 1.1225 0.3086
H -1.1792 4.2927 -0.7758
H -1.4848 3.6681 0.8378
H -2.3370 2.9786 -0.5529
H 1.1540 4.1001 -0.6140
H 1.9396 2.5445 -0.2554
H 1.0659 3.3853 1.0141
H -0.1666 3.1095 -2.4939
H -1.0443 1.5778 -2.2689
H 0.7136 1.5916 -2.2287
*
```

As for the expectation value of S²: 0.768. Its calculated total energy is -5128.437899 hartree. The gap between HOMO and LUMO (spin up / spin down) is 5.355 / 4.715 eV. Its LUMO energy (spin up / spin down) is 4.17 / 4.17 eV.

---

6.
# C31H34F12N2O11

5 unconnected molecules or ions with the total composition C31H34F12N2O11 at a distorted geometry (the ωB97M-V functional and the def2-TZVPD basis, the Open Molecules 2025 dataset).

The geometry in ORCA input format:
```
! wB97M-V def2-TZVPD RIJCOSX def2/J DEFGRID3
* xyz 0 1
C -1.0993 -1.6308 -1.1361
C -0.2265 -2.4195 -1.3507
C 0.8395 -3.3811 -1.6070
C 2.0812 -3.0795 -0.7841
C 2.2482 -1.8952 -0.0865
C 3.4096 -1.6273 0.6404
C 4.4547 -2.5406 0.6989
C 5.7461 -2.2302 1.4207
C 6.7965 -1.8044 0.4068
O 7.0969 -2.5157 -0.5169
N 7.3923 -0.5610 0.6340
C 6.3744 0.5236 0.6940
C 8.4019 -0.2706 -0.3896
C 4.2803 -3.7373 0.0236
C 3.1276 -3.9874 -0.7058
C 3.2686 -5.3191 -1.3473
O 2.4420 -5.9645 -1.9228
N 4.5952 -5.7988 -1.0828
C 5.1624 -4.9347 -0.0758
O 6.1174 -5.2033 0.5843
H -1.8220 -0.8884 -0.9047
H 0.5160 -4.3949 -1.3829
H 1.1107 -3.3526 -2.6626
H 1.4693 -1.1474 -0.1164
H 3.5251 -0.6864 1.1617
H 6.0886 -3.1246 1.9329
H 5.5667 -1.4355 2.1400
H 6.7098 1.3492 0.0738
H 5.4171 0.1981 0.2987
H 6.2638 0.8987 1.7086
H 8.8832 0.6696 -0.1298
H 7.9535 -0.1648 -1.3790
H 9.1534 -1.0501 -0.4189
H 5.2189 -5.7470 -1.8839
C -6.0304 -0.7202 1.7005
C -5.4197 -0.8323 3.0784
O -4.5189 -1.9586 3.1768
C -3.3302 -1.8086 2.6317
O -2.8859 -0.8442 2.0778
C -2.4793 -3.0809 2.8169
F -3.1254 -4.1765 2.4189
F -2.1501 -3.2329 4.1067
F -1.3623 -2.9366 2.1195
H -6.5255 -1.6487 1.4311
H -6.7580 0.0899 1.6804
H -5.2706 -0.5202 0.9454
H -6.1895 -1.0250 3.8217
H -4.8938 0.0767 3.3686
C 0.3050 1.7469 3.0859
C 0.0627 0.8384 1.9014
O 0.8399 1.2408 0.7458
C 2.1185 0.9214 0.7548
O 2.7196 0.3179 1.5946
C 2.7759 1.4048 -0.5534
F 2.4803 2.6843 -0.8053
F 2.3480 0.6673 -1.5849
F 4.1004 1.2895 -0.4846
H 0.0979 2.7839 2.8191
H -0.3453 1.4577 3.9104
H 1.3379 1.6904 3.4266
H -0.9726 0.8980 1.5787
H 0.2757 -0.2042 2.1336
C -10.9225 0.1788 -2.1350
C -11.8543 -0.3788 -1.0822
O -11.2107 -1.3929 -0.2797
C -10.3720 -0.9616 0.6441
O -10.0939 0.1715 0.9042
C -9.7869 -2.1637 1.4113
F -9.3263 -3.0963 0.5735
F -10.7235 -2.7215 2.1846
F -8.7821 -1.7647 2.1864
H -10.5315 -0.6244 -2.7600
H -11.4581 0.8868 -2.7660
H -10.0767 0.6940 -1.6826
H -12.6970 -0.8857 -1.5456
H -12.2465 0.4010 -0.4304
C 3.6792 5.3240 -1.5165
C 3.5150 5.3178 -3.0192
O 2.6921 6.4123 -3.4756
C 3.2708 7.6009 -3.5126
O 4.3998 7.8673 -3.2279
C 2.2631 8.6469 -4.0315
F 1.0986 8.5573 -3.3817
F 2.0314 8.4480 -5.3351
F 2.7419 9.8732 -3.8711
H 2.7052 5.3106 -1.0282
H 4.2443 4.4502 -1.2012
H 4.2080 6.2145 -1.1793
H 2.9905 4.4210 -3.3413
H 4.4749 5.3482 -3.5337
*
```

Its calculated total energy is -3337.199653 hartree. The gap between HOMO and LUMO is 9.199 eV. Its LUMO energy is 0.01 eV. Its SMILES is C#CCc1ccc(CC(=O)N(C)C)c2c1C(=O)NC2=O.CCOC(=O)C(F)(F)F.CCOC(=O)C(F)(F)F.CCOC(=O)C(F)(F)F.CCOC(=O)C(F)(F)F.